# 1
17
Properties=species:S:1:pos:R:3:mulliken_charge:R:1 method="wB97M-V/def2-TZVPD" smiles="O=S(=O)=C(F)F.C[SiH](C)F" e_tot_ha=-1256.183498 homo_lumo_gap_ev="8.17 / 8.05" fmax_ev_per_a=6.553
S -1.973 3.368 0.042 0.805
Si 1.598 -1.646 -0.348 0.587
F -3.137 2.430 -2.079 -0.156
F -4.040 1.879 -0.284 -0.159
F 1.130 -2.292 -1.778 -0.328
O -1.720 2.916 1.372 -0.448
O -0.850 3.887 -0.767 -0.471
C -2.867 2.038 -0.848 0.418
C 0.621 -0.043 -0.062 -0.906
C 1.697 -2.753 1.124 -0.925
H 2.343 -2.401 1.780 0.392
H -0.480 0.020 -0.299 0.153
H 2.160 -3.633 0.566 0.206
H 0.732 -3.038 1.727 0.280
H 0.680 0.215 1.039 0.310
H 1.046 0.744 -0.588 0.393
H 3.059 -1.689 -0.597 -0.150



# 2
86
Properties=species:S:1:pos:R:3:lowdin_spin:R:1 method="wB97M-V/def2-TZVPD" charge=-1 e_above_lowest_kj_mol=151.2 e_tot_ha=-7098.915969 homo_lumo_gap_ev="6.78 / 6.81" s_squared=2.028 fmax_ev_per_a=3.487 spin_multiplicity=3
Mo -0.117 1.275 0.741 1.633
Br 1.765 7.907 2.230 0.000
S -0.333 1.099 -3.909 0.035
S 0.502 -5.000 -1.967 -0.001
S -0.281 -0.975 2.092 -0.019
S -0.276 -2.407 -0.633 0.001
S -2.694 1.364 -2.155 0.025
O -0.970 3.733 -1.681 0.003
O 0.000 1.967 2.600 0.062
O 1.528 0.165 0.356 0.027
O 2.824 3.855 2.027 0.005
O -0.827 3.276 0.494 0.014
O 3.192 1.166 -3.384 0.000
O 0.518 3.821 3.746 0.020
O 1.569 2.536 0.729 0.020
N -2.142 -4.113 2.969 -0.001
N -2.122 0.974 0.912 0.005
N 1.131 0.767 -1.763 0.009
N 1.015 -4.237 0.552 0.000
N -0.156 0.922 -1.284 -0.014
N -3.415 -2.424 1.927 0.000
N -1.050 7.801 -0.745 0.000
N 0.875 -3.279 1.488 -0.002
C -0.810 4.057 -0.513 0.003
C 3.415 0.496 -1.067 0.000
C -4.924 0.681 0.966 0.022
C 0.474 -4.003 -0.668 0.000
C -4.121 -0.252 0.311 -0.002
C -3.440 -3.123 0.790 0.000
C -1.928 1.481 -4.727 0.003
C -4.660 -1.372 -0.461 0.000
C -2.914 1.827 1.599 0.020
C 0.518 7.276 0.954 0.000
C -2.749 -0.053 0.311 0.029
C 1.853 3.174 1.791 0.006
C 3.864 -6.135 1.873 0.000
C 1.973 0.453 -0.815 -0.004
C -4.287 1.723 1.628 -0.004
C 4.278 0.290 0.012 -0.001
C -2.742 -2.935 2.936 0.000
C -0.171 8.184 0.162 0.000
C 5.634 0.501 -0.110 0.000
C 3.025 -5.084 1.556 0.000
C 0.685 3.008 2.866 0.011
C -0.601 5.520 -0.190 0.000
C 3.940 0.918 -2.302 -0.002
C 1.465 -6.635 0.567 0.000
C -2.152 -4.806 1.842 0.000
C 0.211 -2.257 1.094 0.002
C 1.835 -5.336 0.883 0.000
C 0.301 5.920 0.790 0.000
C 3.510 -7.432 1.539 0.000
C -4.264 -2.636 -0.309 -0.002
C 5.318 1.108 -2.413 0.000
C -1.255 6.507 -0.923 0.000
C -2.769 -4.346 0.694 -0.001
C 2.307 -7.681 0.899 0.000
C -2.763 2.269 -3.747 0.005
C 6.151 0.913 -1.333 -0.002
C -0.982 1.098 -2.283 0.085
H 7.209 1.100 -1.442 0.000
H -2.706 -2.340 3.838 0.000
H -0.010 9.249 0.262 0.000
H 2.245 1.111 -3.142 0.000
H -4.861 2.457 2.174 -0.001
H -1.711 2.053 -5.628 0.000
H -2.340 3.258 -3.565 0.000
H -5.997 0.574 0.982 0.001
H 4.177 -8.247 1.783 0.000
H -1.660 -5.771 1.873 0.000
H 6.286 0.368 0.741 0.000
H -4.587 -3.398 -1.006 0.000
H 0.532 -6.817 0.059 0.000
H -2.405 0.538 -4.999 0.001
H 4.802 -5.933 2.370 0.000
H -2.124 -0.748 -0.237 0.003
H -3.808 2.340 -4.044 0.000
H -5.372 -1.110 -1.235 0.000
H -1.970 6.233 -1.686 0.000
H -2.746 -4.897 -0.232 0.000
H 3.845 -0.012 0.956 0.000
H -2.403 2.613 2.143 0.001
H 3.278 -4.069 1.814 0.000
H 5.708 1.435 -3.365 0.000
H 0.834 5.198 1.389 0.000
H 2.027 -8.696 0.656 0.000



# 3
13
Properties=species:S:1:pos:R:3:mulliken_charge:R:1 method="wB97M-V/def2-TZVPD" smiles="CC=O.CO" e_above_lowest_kj_mol=138.8 e_tot_ha=-269.542039 homo_lumo_gap_ev=10.29 fmax_ev_per_a=0.807
O 0.951 2.113 -0.353 -0.494
O -0.600 -0.835 0.964 -0.450
C 1.273 0.963 -0.519 0.175
C -1.737 -0.542 1.754 -0.577
C 1.363 0.312 -1.879 -0.824
H 2.028 0.926 -2.482 0.311
H 1.792 -0.681 -1.756 0.269
H -1.877 0.528 1.794 0.237
H -2.642 -1.052 1.417 0.268
H 1.543 0.368 0.353 0.323
H -1.614 -0.880 2.790 0.236
H 0.385 0.207 -2.344 0.237
H -0.866 -1.428 0.261 0.289



# 4
61
Properties=species:S:1:pos:R:3:mulliken_charge:R:1 method="wB97M-V/def2-TZVPD" e_above_lowest_kj_mol=165.9 e_tot_ha=-1286.054192 homo_lumo_gap_ev=9.35 fmax_ev_per_a=2.542
O 3.280 -1.145 -0.065 -0.628
O 3.511 -2.738 1.981 -0.712
O 0.114 -1.975 -2.910 -0.846
O -0.049 1.209 -4.432 -0.673
O 1.421 1.161 3.012 -0.682
O -1.397 2.463 2.977 -0.582
O -1.228 -2.879 3.176 -0.668
O 2.379 1.479 0.559 -0.733
O -2.061 -0.373 -3.590 -0.835
O -0.910 -0.274 4.368 -0.622
O 1.168 -4.001 2.157 -0.676
O 2.064 -0.276 -3.176 -0.748
O 1.759 -3.391 -0.512 -0.558
N 0.325 2.746 -0.952 -0.166
C -1.018 2.362 -1.292 -0.061
C -1.833 2.120 -0.019 -0.854
C 0.518 3.982 -0.155 -0.929
C -1.592 0.717 0.659 -0.365
C -1.810 -0.492 -0.264 0.276
C -3.278 -0.606 -0.778 -1.564
H -0.552 0.470 0.909 -0.166
H 1.414 0.410 -3.434 0.364
H -1.628 -1.465 0.212 0.330
H 1.778 -4.214 -1.022 0.253
H 0.875 -1.336 -2.876 0.521
H -1.637 2.808 0.800 0.553
H 2.316 0.918 3.280 0.266
H 4.028 -1.489 -0.553 0.242
H 1.415 1.628 2.154 0.309
H 0.211 1.139 -5.357 0.253
H 1.702 1.814 -0.064 0.519
H -2.268 0.715 1.512 0.646
H 3.029 -2.345 2.715 0.303
H 1.328 -2.789 -1.138 0.283
H -1.787 -3.559 2.776 0.291
H 2.610 0.162 -2.509 0.355
H 0.065 -2.266 -3.828 0.317
H 2.968 -3.475 1.669 0.396
H -0.608 1.913 2.884 0.187
H -1.089 -0.597 -1.094 -0.105
H -1.400 -0.915 -3.104 0.522
H -1.543 3.173 -1.852 0.336
H 0.927 -4.012 1.225 0.332
H -3.750 -1.443 -0.243 0.403
H -0.794 -0.987 5.013 0.283
H -0.920 0.766 -4.285 0.422
H 3.237 -1.721 0.741 0.386
H -3.442 -0.951 -1.815 0.416
H -2.870 2.387 -0.288 0.414
H -2.362 0.272 -2.950 0.360
H -1.559 -2.001 2.963 0.343
H 0.501 -3.609 2.732 0.381
H 0.849 2.747 -1.829 0.213
H -0.353 4.564 0.209 0.319
H -1.204 1.422 -1.830 -0.574
H 1.086 3.637 0.717 0.207
H -0.164 0.009 3.828 0.359
H 1.075 4.694 -0.779 0.360
H -1.483 2.627 3.923 0.326
H -3.884 0.288 -0.608 0.332
H 2.521 0.525 0.452 0.370



# 5
54
Properties=species:S:1:pos:R:3:mulliken_charge:R:1 method="wB97M-V/def2-TZVPD" charge=+1 e_above_lowest_kj_mol=175.7 e_tot_ha=-1036.302483 homo_lumo_gap_ev=6.12 fmax_ev_per_a=1.618
N 2.481 -1.825 1.963 0.124
N 0.754 2.022 4.827 0.582
N 0.708 1.041 5.801 -0.576
N -4.993 -0.309 1.787 0.163
C 0.200 1.307 7.142 -0.850
C 4.832 -0.996 1.684 -0.787
C -1.504 -0.406 2.988 -0.853
C 1.418 0.166 2.205 0.797
C -1.893 1.691 1.818 -0.492
C 2.055 2.713 4.748 -1.051
C -0.977 0.781 2.428 0.121
C -6.122 0.373 2.383 -0.997
C 3.579 1.569 1.694 -0.182
C 2.828 0.421 1.898 0.344
C 4.980 1.442 1.606 -0.668
C -0.448 2.854 4.751 -0.619
C 3.461 -0.834 1.811 -0.163
C 1.275 -1.245 2.171 -0.809
C 2.689 -3.255 1.826 -0.903
C -3.686 0.080 2.046 0.147
C 0.433 1.115 2.460 -0.281
C -3.222 1.364 1.661 -0.551
C 5.605 0.182 1.639 -0.732
C -2.807 -0.791 2.729 -0.690
C -5.324 -1.564 1.142 -1.085
H -0.886 2.754 3.757 0.094
H 5.597 2.346 1.539 0.393
H -4.448 -1.940 0.602 0.327
H -0.212 3.917 4.896 0.306
H -1.526 2.659 1.461 0.413
H 3.073 2.530 1.613 0.496
H 2.254 -3.629 0.887 0.329
H 3.764 -3.453 1.818 0.299
H -6.603 -0.274 3.140 0.293
H 6.695 0.114 1.613 0.395
H -6.144 -1.393 0.429 0.335
H 0.369 -1.840 2.265 0.737
H 5.255 -2.001 1.644 0.263
H -5.789 1.299 2.870 0.332
H 1.544 0.463 5.761 0.246
H -3.917 2.044 1.155 0.478
H 2.632 2.532 5.673 0.360
H -0.602 2.049 7.138 0.342
H -5.660 -2.315 1.873 0.354
H 2.208 -3.797 2.651 0.338
H -3.173 -1.762 3.070 0.443
H -0.203 0.365 7.519 0.309
H -1.202 2.487 5.459 0.324
H 0.737 2.162 2.405 0.691
H 1.882 3.788 4.610 0.292
H 2.641 2.332 3.897 0.309
H -6.871 0.608 1.612 0.316
H 0.971 1.650 7.850 0.278
H -0.868 -1.019 3.628 0.916